The following is a quantum chemistry calculation of an isolated molecule of CH3NO2S in a non-equilibrium geometry, from OMol25.

SMILES string: ONOC=S
DFT total energy: -17501.65259 eV
HOMO-LUMO gap: 9.23 eV
M: 93.11 Da
HOMO level: -8.96 eV

Positions of all 8 atoms, in Å:
O 0.5366 -1.0428 0.5928
N -0.2922 -0.2396 -0.1835
O 0.4009 0.9951 -0.4709
C 0.1655 1.8483 0.5713
S 0.3148 3.4461 0.4905
H 0.9067 -1.7974 0.1172
H -0.5444 -0.4678 -1.1994
H -0.0489 1.4379 1.4975



The following is a quantum chemistry calculation of a cluster of 2 separate species, C7H17NO in total in a non-equilibrium geometry, from OMol25.

SMILES string: CC(C)(C)C.CC(N)=O
DFT total energy: -11068.04507 eV
HOMO-LUMO gap: 10.24 eV
M: 131.22 Da
HOMO level: -9.69 eV

Positions of all 26 atoms, in Å:
C 1.9980 0.1123 1.4187
C 1.8551 -0.1450 -0.0587
C 1.5247 1.1199 -0.8791
C 0.4943 -0.7803 0.0600
C 3.0260 -0.8545 -0.5201
H 2.9901 0.6164 1.6011
H 1.1695 0.5720 1.8925
H 1.9262 -0.9099 1.8628
H 0.5217 0.7909 -1.6985
H 0.9045 1.7986 -0.1194
H 2.5294 1.7146 -1.4966
H 0.3037 -1.5291 -0.9875
H -0.4634 -0.2422 -0.0564
H 0.6227 -1.5215 0.7557
H 3.3261 -1.5491 0.2638
H 3.1051 -1.4289 -1.5188
H 3.9174 -0.2667 -0.4867
C -2.5978 1.1548 0.1742
C -3.0835 -0.2457 0.0098
N -4.4955 -0.4892 0.0591
O -2.1940 -1.1280 -0.1664
H -1.8101 1.0103 1.1067
H -3.4281 1.7932 0.4934
H -2.1250 1.5012 -0.8259
H -4.8866 -1.3754 -0.5841
H -5.1306 0.2813 -0.2996



The following is a quantum chemistry calculation of a structure of composition C16H39BrClF2NbO3P in a non-equilibrium geometry, from OMol25.

DFT total energy: -122213.80784 eV
HOMO-LUMO gap: 8.41 eV
total charge: -1
M: 556.72 Da
HOMO level: -6.36 eV

Positions of all 64 atoms, in Å:
C 7.7784 2.3215 0.3846
C 7.6235 3.8349 0.4301
F 8.7414 4.3461 1.1701
C 6.3497 4.3272 1.0771
Nb 4.5787 4.7210 -0.2273
F 2.8691 5.1635 -0.8723
Cl 5.7815 6.5634 -1.2038
Br 5.2130 3.0227 -2.0993
C 3.6082 3.1895 1.0841
P 2.0960 2.3959 0.6574
O 1.8188 1.0464 1.2072
O 1.9669 2.3804 -0.9487
O 0.9568 3.4552 1.1116
H 7.5143 1.9317 -0.5962
H 7.1478 1.8314 1.1302
H 8.8189 2.0658 0.5908
H 7.7597 4.2561 -0.5702
H 6.5849 5.2740 1.5717
H 6.0611 3.6287 1.8697
H 4.2336 5.8299 1.1201
H 4.3352 2.3945 1.2665
H 3.4042 3.6870 2.0365
H 1.7946 1.4719 -1.2352
H 0.2595 2.9557 1.5682
C 0.6378 -5.1546 -1.4775
C -0.4834 -4.7720 -0.5173
C -1.0868 -3.3975 -0.7995
C -0.1127 -2.2245 -0.6757
C 0.5638 -2.0881 0.6867
C -0.4182 -1.8591 1.8298
H 1.4726 -4.4550 -1.4164
H 1.0276 -6.1498 -1.2580
H 0.2814 -5.1553 -2.5105
H -0.1096 -4.8057 0.5099
H -1.2786 -5.5211 -0.5752
H -1.9300 -3.2386 -0.1226
H -1.5095 -3.3999 -1.8109
H -0.6609 -1.2994 -0.8860
H 0.6545 -2.2991 -1.4518
H 1.2525 -1.2435 0.6531
H 1.1688 -2.9773 0.8936
H -1.0025 -0.9525 1.6542
H 0.1095 -1.7285 2.7749
H -1.1165 -2.6920 1.9489
C -4.4422 -2.2380 1.0713
C -5.8779 -1.7626 0.8825
C -6.3548 -1.8437 -0.5673
C -5.5411 -1.0052 -1.5558
C -5.4623 0.4834 -1.2223
C -6.8197 1.1776 -1.1989
H -3.7392 -1.6305 0.4993
H -4.1357 -2.1873 2.1167
H -4.3302 -3.2732 0.7393
H -5.9719 -0.7357 1.2478
H -6.5468 -2.3650 1.5032
H -7.4071 -1.5496 -0.6137
H -6.3195 -2.8888 -0.8924
H -5.9786 -1.1228 -2.5527
H -4.5264 -1.4059 -1.6250
H -4.8207 0.9706 -1.9604
H -4.9651 0.6217 -0.2581
H -7.3234 1.0794 -2.1637
H -6.7157 2.2417 -0.9844
H -7.4770 0.7529 -0.4379



The following is a quantum chemistry calculation of a structure of composition C6H12AgBr6F2Pt in a non-equilibrium geometry, from OMol25.

DFT total energy: -439338.82556 eV
HOMO-LUMO gap (alpha / beta): 6.83 / 5.38 eV
<S²>: 2.006
total charge: +1
spin multiplicity: 3
M: 904.53 Da
HOMO level (alpha / beta): -12.45 / -12.45 eV

Positions of all 28 atoms, in Å:
Ag -1.0806 -0.9865 3.4475
Pt 1.9193 -0.7537 2.0010
F 0.0058 -0.4339 1.4469
F 1.2463 -0.9310 3.8881
Br -2.7960 -2.4278 -2.2567
C -2.4035 -0.7165 -1.4503
C -2.7067 -0.7709 -0.0004
Br -4.6170 -0.8781 0.3616
H -2.9707 0.0645 -1.9388
H -1.3508 -0.5689 -1.6632
H -2.4344 0.1589 0.4946
H -2.1843 -1.6038 0.4615
Br -1.1390 2.3814 -1.5903
C -0.0778 2.4962 0.0200
C 1.2649 3.1707 -0.1761
Br 2.2829 2.2748 -1.5897
H 0.0739 1.4955 0.4231
H -0.6952 3.0567 0.7177
H 1.8650 2.9890 0.7025
H 1.1179 4.1638 -0.5725
Br 0.3176 -3.0810 -0.6239
C 1.2002 -1.4781 0.0563
C 2.4396 -1.1781 -0.7013
Br 3.7045 -2.6391 -0.6468
H 1.3895 -1.7959 1.1061
H 0.4773 -0.6660 0.1174
H 2.9418 -0.3113 -0.2856
H 2.2094 -1.0309 -1.7486



The following is a quantum chemistry calculation of a structure of composition C13H26I2MoNOP2 in a non-equilibrium geometry, from OMol25.

DFT total energy: -54046.36128 eV
HOMO-LUMO gap (alpha / beta): 5.43 / 6.29 eV
<S²>: 2.063
total charge: +3
spin multiplicity: 3
M: 624.05 Da
HOMO level (alpha / beta): -18.81 / -19.18 eV

Positions of all 46 atoms, in Å:
I 0.0778 -2.3969 -0.0850
I -0.0073 2.4089 -2.2138
Mo -0.0116 0.4124 -0.2831
P -2.2403 -0.1597 -1.1242
C -3.4211 1.2480 -1.1242
C -2.1872 -0.6878 -2.8785
H -3.1863 -1.0503 -3.1636
H -4.3394 -1.3463 -0.7472
H -1.4603 -1.5043 -2.9822
H -2.9647 -2.4806 -0.9127
H -3.2031 1.9074 -1.9676
H -1.8949 0.1596 -3.5087
C -3.2935 -1.5351 -0.4668
H -4.4394 0.8525 -1.2067
H -3.2375 -1.6485 0.6187
H -3.3399 1.8209 -0.1943
P 2.3023 -0.1112 -1.2421
C 3.4396 1.3360 -1.2203
C 3.3720 -1.4896 -0.6036
H 1.4417 -1.3459 -3.1634
H 3.1971 -1.0164 -3.3034
H 2.0138 0.2917 -3.6349
C 2.2233 -0.5900 -3.0159
H 3.1849 -2.3965 -1.1904
H 4.4301 -1.1982 -0.6940
H 4.4711 0.9615 -1.2214
H 3.2781 1.9377 -0.3168
H 3.1764 -1.7297 0.4444
H 3.2609 1.9585 -2.1028
C -0.2600 2.5523 0.5551
O -0.2375 3.5018 1.2284
C -2.4730 0.4930 2.2992
C -1.1369 0.0142 2.6655
C -0.7035 -0.5872 3.8691
C 0.6949 -0.6229 3.8362
C 1.1036 -0.0308 2.6205
C 2.4454 0.3906 2.2140
N -0.0241 0.2490 1.8808
H -3.0087 -0.2245 1.6639
H -3.0728 0.6009 3.2172
H -2.4480 1.4795 1.8108
H -1.3771 -0.9013 4.6579
H 1.3778 -1.0121 4.5830
H 2.9382 -0.3630 1.5836
H 3.0696 0.4868 3.1186
H 2.4695 1.3655 1.7009



The following is a quantum chemistry calculation of an isolated molecule of C4H11NS2 in a non-equilibrium geometry, from OMol25.

SMILES string: CCSSCCN
DFT total energy: -27486.33629 eV
HOMO-LUMO gap: 8.69 eV
M: 137.27 Da
HOMO level: -7.89 eV

Positions of all 18 atoms, in Å:
C 0.2383 3.1571 1.1005
C 0.2850 1.6555 1.3668
S -0.9020 0.7678 0.3008
S 0.2608 0.4371 -1.2787
C -0.1539 -1.2632 -1.9182
C -0.6648 -2.2316 -0.8927
N 0.4333 -2.6071 0.0299
H 0.7211 3.5707 0.2098
H 0.9831 3.4665 1.8466
H -0.7437 3.6179 1.1764
H 0.1391 1.4777 2.4352
H 1.2389 1.1634 1.1499
H 0.7636 -1.6629 -2.3513
H -0.9137 -1.0147 -2.6588
H -0.9615 -3.2067 -1.2781
H -1.5080 -1.7190 -0.4092
H 0.5171 -2.0421 0.8608
H 0.2673 -3.5664 0.3103